1.
Formula: H3OPSi
Source: the OMol25 dataset
Level of theory: ωB97M-V/def2-TZVPD

XYZ file:
```
6
H3OPSi ωB97M-V/def2-TZVPD
O -1.851 -1.715 -1.384
Si 0.514 0.634 0.612
P -0.739 -1.027 -2.056
H 1.955 1.124 0.258
H -0.835 1.146 0.872
H 0.956 -0.162 1.699
```

Calculated values
multiplicity	3
charge	0
Kohn-Sham gap (alpha / beta)	0.24359 / 0.37591	hartree
E_LUMO (alpha / beta)	-0.69 / -1.84	eV
energy relative to the best compared isomer or geometry (same formula, charge and spin)	145.3	kJ/mol



2.
Formula: H3OSr
Source: the OMol25 dataset
Level of theory: ωB97M-V/def2-TZVPD

XYZ file:
```
5
H3OSr ωB97M-V/def2-TZVPD
Sr 0.755 1.530 -0.493
O -0.640 0.040 0.426
H -1.538 -0.149 0.138
H 0.111 -0.895 0.271
H 1.312 -0.526 -0.342
```

Calculated values
charge	+1
Kohn-Sham gap	0.29187	hartree
E_LUMO	-5.11	eV



3.
Formula: H3PS2
Source: the OMol25 dataset
Level of theory: ωB97M-V/def2-TZVPD

XYZ file:
```
6
H3PS2 ωB97M-V/def2-TZVPD
P 2.548 -0.856 -0.168
S 1.801 0.925 -0.049
H 1.507 -1.677 0.651
S -2.131 1.173 -0.128
H -1.093 0.481 0.390
H -2.632 -0.047 -0.696
```

Calculated values
charge	0
Kohn-Sham gap	0.27218	hartree
E_LUMO	-1.70	eV
energy relative to the best compared isomer or geometry (same formula, charge and spin)	134.4	kJ/mol



4.
Formula: H3PS2
Source: the OMol25 dataset
Level of theory: ωB97M-V/def2-TZVPD

XYZ file:
```
6
H3PS2 ωB97M-V/def2-TZVPD
P 1.204 -0.221 -0.113
S -0.451 0.551 0.844
S -2.065 0.630 -1.015
H 1.556 -1.067 0.941
H 2.096 0.780 0.281
H -2.340 -0.674 -0.938
```

Calculated values
charge	0
Kohn-Sham gap	0.30864	hartree
E_LUMO	-1.24	eV
energy relative to the best compared isomer or geometry (same formula, charge and spin)	114.2	kJ/mol



5.
Formula: H3S2
Source: the OMol25 dataset
Level of theory: ωB97M-V/def2-TZVPD

XYZ file:
```
5
H3S2 ωB97M-V/def2-TZVPD
S -1.074 -0.348 1.978
H -1.536 -1.298 1.149
S 1.442 0.726 -1.215
H 0.354 0.305 -1.869
H 0.813 0.615 -0.042
```

Calculated values
multiplicity	2
charge	0
Kohn-Sham gap (alpha / beta)	0.38391 / 0.25288	hartree
E_LUMO (alpha / beta)	0.80 / -2.77	eV
energy relative to the best compared isomer or geometry (same formula, charge and spin)	0.0	kJ/mol



6.
Formula: H3S3
Source: the OMol25 dataset
Level of theory: ωB97M-V/def2-TZVPD

XYZ file:
```
6
H3S3 ωB97M-V/def2-TZVPD
S -0.746 -1.726 -0.567
H -1.840 -2.060 -1.258
S 1.939 1.612 1.152
S -1.485 -0.047 0.407
H 2.351 1.742 -0.133
H -0.219 0.479 0.399
```

Calculated values
multiplicity	2
charge	0
Kohn-Sham gap (alpha / beta)	0.32676 / 0.20553	hartree
E_LUMO (alpha / beta)	0.41 / -2.89	eV
energy relative to the best compared isomer or geometry (same formula, charge and spin)	86.5	kJ/mol



7.
Formula: H3S3
Source: the OMol25 dataset
Level of theory: ωB97M-V/def2-TZVPD

XYZ file:
```
6
H3S3 ωB97M-V/def2-TZVPD
S 1.713 -1.236 -0.378
S 0.085 -1.782 0.885
H 1.133 -0.032 -0.662
H -0.599 -0.429 0.591
S -1.100 1.142 0.051
H -1.232 2.336 -0.487
```

Calculated values
multiplicity	2
charge	0
Kohn-Sham gap (alpha / beta)	0.31486 / 0.17525	hartree
E_LUMO (alpha / beta)	0.24 / -3.49	eV
energy relative to the best compared isomer or geometry (same formula, charge and spin)	189.9	kJ/mol



8.
Formula: H3S3
Source: the OMol25 dataset
Level of theory: ωB97M-V/def2-TZVPD

XYZ file:
```
6
H3S3 ωB97M-V/def2-TZVPD
S 1.839 -1.231 -0.249
S 0.067 -1.676 0.817
H 1.201 -0.414 -1.095
H -0.437 -0.429 0.523
S -1.250 1.208 0.039
H -1.419 2.542 -0.035
```

Calculated values
multiplicity	2
charge	0
Kohn-Sham gap (alpha / beta)	0.32832 / 0.20025	hartree
E_LUMO (alpha / beta)	0.30 / -3.15	eV
energy relative to the best compared isomer or geometry (same formula, charge and spin)	127.0	kJ/mol



9.
Formula: H40O20
Source: the OMol25 dataset
Level of theory: ωB97M-V/def2-TZVPD

XYZ file:
```
60
H40O20 ωB97M-V/def2-TZVPD
O -12.612 -4.488 -10.251
H -12.451 -3.686 -9.688
H -12.971 -4.165 -11.052
O -5.223 -2.712 -13.496
H -4.844 -3.371 -12.871
H -5.898 -2.313 -12.838
O -7.901 -7.686 -15.354
H -6.929 -7.796 -15.606
H -8.179 -8.561 -15.064
O -11.870 -6.275 -14.840
H -11.731 -7.225 -14.697
H -11.175 -6.086 -15.497
O -9.250 -5.161 -16.384
H -8.920 -5.999 -16.031
H -9.119 -5.301 -17.350
O -3.842 -5.265 -11.589
H -3.822 -4.532 -10.921
H -2.913 -5.433 -11.710
O -7.555 -1.451 -12.163
H -7.442 -2.234 -11.606
H -7.295 -0.618 -11.710
O -10.613 -3.481 -12.394
H -11.338 -3.951 -12.904
H -9.911 -3.416 -13.047
O -13.120 -4.544 -13.195
H -13.662 -4.076 -13.870
H -12.736 -5.389 -13.651
O -8.101 -5.061 -13.292
H -8.074 -5.967 -13.596
H -7.401 -4.608 -13.755
O -6.708 -3.811 -10.757
H -7.160 -3.588 -9.894
H -7.118 -4.530 -11.238
O -7.824 -4.181 -8.486
H -7.149 -4.905 -8.396
H -8.698 -4.593 -8.603
O -9.977 -5.329 -10.149
H -9.703 -4.708 -10.816
H -10.914 -5.172 -10.059
O -9.886 -8.431 -13.297
H -9.306 -8.236 -12.529
H -10.702 -8.061 -12.953
O -3.759 -4.460 -18.157
H -3.147 -4.248 -18.866
H -4.091 -5.329 -18.423
O -5.107 -4.860 -15.459
H -5.141 -4.266 -14.718
H -4.356 -4.486 -15.943
O -6.863 -4.577 -18.223
H -7.200 -4.599 -17.309
H -6.019 -4.144 -18.226
O -5.270 -7.386 -16.431
H -5.025 -6.716 -15.784
H -5.696 -6.867 -17.142
O -11.333 -1.785 -10.172
H -10.849 -2.206 -10.852
H -10.896 -0.945 -10.058
O -12.057 -7.081 -11.950
H -11.562 -6.332 -11.587
H -12.411 -7.459 -11.139
```

Calculated values
charge	0
Kohn-Sham gap	0.41193	hartree
E_LUMO	0.19	eV
energy relative to the best compared isomer or geometry (same formula, charge and spin)	92.8	kJ/mol



10.
Formula: H40O20
Source: the OMol25 dataset
Level of theory: ωB97M-V/def2-TZVPD

XYZ file:
```
60
H40O20 ωB97M-V/def2-TZVPD
O 0.854 2.075 1.701
H 1.415 2.481 0.974
H 1.275 1.202 1.807
O -3.225 -1.734 -1.560
H -2.727 -2.538 -1.346
H -3.220 -1.744 -2.565
O -1.627 0.320 -0.225
H -2.006 0.796 0.543
H -2.217 -0.385 -0.599
O -1.331 0.920 -4.461
H -0.821 1.260 -3.669
H -1.061 1.458 -5.220
O -0.266 -4.397 -3.858
H 0.043 -5.001 -4.494
H -0.582 -4.825 -3.060
O -3.361 -0.881 -4.323
H -2.707 -0.152 -4.438
H -4.239 -0.440 -4.287
O 4.010 0.880 0.407
H 4.080 1.084 1.346
H 3.351 0.182 0.220
O 0.065 0.958 -2.038
H -0.550 0.903 -1.259
H 0.714 1.623 -1.818
O 4.307 1.541 3.150
H 3.997 2.505 3.122
H 3.456 1.145 3.480
O 0.521 -1.979 -1.949
H 0.536 -2.559 -2.702
H 0.508 -1.062 -2.275
O -4.543 3.117 0.580
H -4.694 2.172 0.621
H -5.237 3.436 1.229
O 2.008 -0.325 2.904
H 1.229 -0.776 3.300
H 2.546 -1.124 2.680
O 2.211 4.116 3.276
H 1.707 4.417 3.994
H 1.730 3.465 2.741
O -1.845 1.486 2.310
H -2.092 1.977 3.098
H -0.977 1.804 2.073
O 2.213 2.777 -0.381
H 2.831 3.343 -0.879
H 2.895 2.136 0.035
O 4.196 -2.257 2.478
H 4.906 -1.662 2.783
H 4.432 -2.123 1.535
O -0.041 -1.647 1.337
H -0.485 -1.874 2.190
H -0.489 -0.854 0.980
O -1.196 -3.792 -0.784
H -0.732 -2.894 -0.889
H -0.662 -4.277 -0.106
O -5.319 0.373 0.589
H -4.695 -0.045 -0.008
H -5.326 -0.213 1.331
O 2.409 -1.300 0.231
H 2.153 -1.607 -0.642
H 1.673 -1.488 0.793
```

Calculated values
charge	0
Kohn-Sham gap	0.39077	hartree
E_LUMO	-0.03	eV
energy relative to the best compared isomer or geometry (same formula, charge and spin)	32.5	kJ/mol



Number 1: molecular weight 78.1 g/mol. Number 2: molecular weight 106.6 g/mol. Number 3: molecular weight 98.1 g/mol. Number 4: molecular weight 98.1 g/mol. Number 5: molecular weight 67.2 g/mol. Number 6: molecular weight 99.2 g/mol. Number 7: molecular weight 99.2 g/mol. Number 8: molecular weight 99.2 g/mol. Number 9: molecular weight 360.3 g/mol. Number 10: molecular weight 360.3 g/mol.